Record 1
C14H18BN7O2Pt | ωB97M-V with the def2-TZVPD basis set

ORCA input file:
```
! wB97M-V def2-TZVPD RIJCOSX def2/J DEFGRID3
* xyz 0 3
Pt -0.6777 -0.3739 -0.3617
O 0.4944 -0.5891 2.6570
O -3.0888 1.5926 0.7817
N 1.0882 -0.9055 -1.2800
N -1.2929 0.2958 1.4814
N -0.7430 0.1452 -3.3213
N -1.4277 -0.2779 -2.2051
N 0.0690 1.5187 -0.8691
N 0.5634 1.8412 -2.1145
N 1.5242 -0.3956 -2.4803
C -2.6770 -0.6636 -2.5804
C 0.1258 2.6063 -0.0815
C 1.9848 -1.8077 -0.8349
C 0.5944 3.6729 -0.8541
C -2.3961 1.1234 1.6713
C -1.5643 0.0423 -4.3829
C 0.8866 3.1532 -2.1111
C -2.4923 1.3761 3.1749
C 2.6902 -0.9960 -2.7950
C 3.0204 -1.8730 -1.7660
C -2.7818 -0.4782 -3.9519
C -1.3883 0.5440 3.8037
C -0.5820 -0.0160 2.6334
C -1.6177 -2.3657 0.3873
B 0.7023 0.7210 -3.1978
H 1.1554 1.0578 -4.2499
H -2.1880 -2.0449 1.2532
H 3.8966 -2.4859 -1.6970
H -0.7348 1.1306 4.4564
H -1.7651 -1.6385 -0.5185
H -1.2149 0.3478 -5.3583
H 1.8133 -2.3417 0.0934
H -3.4812 1.0877 3.5435
H 3.1721 -0.7644 -3.7271
H 1.3035 3.6045 -2.9957
H -2.3486 2.4470 3.3685
H 0.6934 4.6874 -0.5147
H -0.1522 2.5394 0.9573
H -2.1536 -3.2179 -0.0593
H -3.6436 -0.6951 -4.5512
H -3.3893 -1.0394 -1.8574
H -1.8032 -0.2876 4.3907
H -0.6295 -2.7252 0.6594
*
```

As for the electronic energy: -1222.2094 Ha. Its energy relative to the best compared isomer or geometry (same formula, charge and spin) is 0.00 kJ/mol. The calculation puts the orbital gap (spin up / spin down) at 6.79 / 8.51 eV.

Record 2
C47H48BF3N2O2 | ωB97M-V with the def2-TZVPD basis set

ORCA input file:
```
! wB97M-V def2-TZVPD RIJCOSX def2/J DEFGRID3
* xyz 0 1
F -5.9254 -2.1409 5.2534
F -4.8245 -1.0360 3.6827
F -6.1132 0.0601 5.1112
O 0.4825 -1.0098 8.0820
O -1.0608 -1.0888 9.9770
N 5.2835 2.1052 -0.4780
N -5.2597 2.1177 -0.4686
C 2.4354 3.8399 1.2099
C -6.7458 -1.5131 1.1051
C -1.0916 -2.4852 9.9278
C -7.1441 -0.3100 1.6566
C -2.8127 -0.7386 5.4209
C 0.7447 1.3428 9.7857
C 1.5760 2.2491 -0.3780
C -3.6800 3.4097 0.9543
C 5.8186 0.8670 0.0448
C -1.2823 3.2726 0.5598
C 6.6957 0.8627 1.1301
C 5.9060 -1.5398 0.0125
C -3.9451 3.0991 10.5614
C 0.4847 -2.4039 7.9912
C 2.8511 1.9042 -0.7180
C -1.7032 1.8433 9.5079
C -6.6800 0.8786 1.1388
C 5.7199 2.4840 -1.8238
C 0.2419 -3.0567 9.3778
C -4.3293 -0.7892 7.2678
C -0.4918 1.1669 8.9416
C -5.8003 0.8826 0.0559
C -1.9843 -0.5826 7.6526
C 6.7590 -1.5290 1.0992
C -3.3028 2.1155 11.2819
C 0.1489 -4.5820 9.2438
C 3.7136 3.4724 0.8887
C -1.7545 -0.6100 6.2973
C -5.4202 -0.3407 -0.4984
C -5.8873 -1.5244 0.0231
C 7.1595 -0.3256 1.6492
C -3.4753 3.4553 9.3156
C 5.4451 -0.3557 -0.5148
C 1.3864 -2.6735 10.3174
C -2.1934 1.4890 10.7545
C -2.8341 2.0017 -0.8033
C 0.0141 3.6723 0.9728
C 1.3097 3.2560 0.5770
C -2.3603 2.8340 8.7942
C -4.1038 -0.8338 5.9054
C -3.9264 2.5134 -0.0951
C -5.2829 -0.9925 4.9517
C -2.4011 3.7824 1.2648
C -3.2673 -0.6614 8.1385
C -5.6833 2.4805 -1.8228
C 3.9521 2.5118 -0.1050
C -1.5581 2.3741 -0.4966
B -0.7572 -0.4306 8.6744
H -0.2886 -2.7048 7.2771
H 7.0053 1.8032 1.5512
H -3.0187 1.2797 -1.5811
H -6.7422 2.7259 -1.8206
H -4.5141 3.7906 1.5172
H -1.2829 -2.8606 10.9394
H -5.5697 -2.4605 -0.4048
H 0.9698 2.3991 9.9360
H 4.9310 2.2776 -2.5436
H 7.1111 -2.4585 1.5161
H -5.1177 3.3415 -2.1730
H -3.4304 -0.6162 9.2010
H 5.9493 3.5466 -1.8461
H -7.8016 -0.3051 2.5101
H 3.0274 1.1211 -1.4360
H -2.6518 -0.7723 4.3547
H 6.6059 1.9194 -2.1040
H 1.4570 -1.5905 10.4024
H -4.7424 -0.3442 -1.3335
H 1.2293 -3.0823 11.3145
H -1.9345 -2.7910 9.2992
H -1.9930 3.1124 7.8218
H 1.4521 -2.7155 7.5818
H -0.6626 -4.8656 8.5756
H -0.7769 1.9864 -1.1122
H 2.2717 4.5845 1.9689
H -6.9841 1.8181 1.5658
H -1.7078 0.7004 11.3027
H -4.8155 3.5858 10.9688
H 0.0141 4.4197 1.7497
H 7.8321 -0.3187 2.4909
H 2.3392 -3.0456 9.9426
H 0.6051 0.8874 10.7650
H -3.6692 1.8351 12.2558
H -2.2310 4.4799 2.0659
H -0.3092 1.5120 7.9167
H -0.0364 -5.0443 10.2124
H 0.7853 1.6802 -0.8133
H -3.9805 4.2182 8.7466
H -5.3415 -0.8606 7.6332
H 5.5924 -2.4760 -0.4184
H -7.0937 -2.4421 1.5260
H 1.6119 0.8694 9.3246
H 1.0744 -4.9938 8.8441
H 4.7858 -0.3576 -1.3644
H 4.5534 3.8971 1.4103
H -5.5121 1.6503 -2.5040
H -0.7452 -0.5346 5.9314
*
```

As for the electronic energy: -2404.1549 Ha. The calculation puts the orbital gap at 2.13 eV.

The highest electronic energy belongs to which entry? C14H18BN7O2Pt